No. 1
# C23H38N4O2Se2TeY

A molecular structure, C23H38N4O2Se2TeY at a distorted geometry (ωB97M-V/def2-TZVPD, OMol25).

Geometry as XYZ:
```
71
Properties=species:S:1:pos:R:3:forces:R:3
Y 8.810072 12.298305 10.835059 0.014 -0.067 -0.593
N 5.742229 11.890882 9.622981 -0.369 0.875 1.419
C 5.655182 10.797246 8.749466 -0.489 -2.243 -1.272
C 6.766200 9.799787 9.076571 1.294 -0.541 -1.286
N 8.132703 10.450198 9.071401 -1.235 0.210 0.458
H 6.002254 11.570364 10.575983 0.040 0.422 -0.260
H 4.887452 12.439169 9.712637 0.224 -0.213 -0.102
H 5.711336 11.086206 7.687666 0.213 0.130 0.190
H 4.719515 10.165480 8.740290 0.379 0.579 0.485
H 6.772810 8.961224 8.289276 -0.271 0.951 1.246
H 6.617576 9.400070 10.084247 -0.001 -0.048 -0.238
H 8.417564 10.675158 8.136350 0.047 0.439 -0.612
H 8.843251 9.798812 9.345628 0.323 -0.694 0.427
N 11.006194 12.247322 12.193361 -1.257 -1.484 0.140
N 11.557886 13.484186 12.255079 1.231 1.801 0.274
C 10.882024 14.612911 11.725834 -1.169 -1.188 -1.063
O 11.323448 15.740156 11.788369 0.593 0.077 0.581
O 9.779907 14.271340 11.102751 0.307 0.260 0.608
H 10.850108 11.821714 13.095688 -0.220 0.270 0.246
H 11.448554 11.544788 11.612515 0.759 0.410 -0.374
H 12.387776 13.633842 12.828282 -0.437 0.018 -0.470
C 9.331439 12.777188 5.165974 0.814 -0.676 0.018
Se 8.905579 13.939199 6.670078 -0.715 -0.383 -0.537
C 6.982073 13.422676 6.791588 0.824 0.014 -1.297
C 6.263690 14.481372 7.557126 0.930 0.234 0.078
Se 6.946865 14.797573 9.369434 0.392 -0.174 0.245
C 8.386894 16.066573 9.126761 -1.189 1.443 0.843
H 9.259408 11.719528 5.523779 0.348 0.846 -0.404
H 10.384388 13.030224 4.861919 -1.017 -0.476 0.375
H 8.677654 12.904849 4.296121 0.016 0.218 0.298
H 6.866166 12.457338 7.239956 0.322 -0.362 0.420
H 6.594778 13.321363 5.746716 0.275 0.315 0.664
H 5.298585 14.129577 7.814416 -1.286 -0.073 -0.137
H 6.256495 15.378981 6.936253 -0.278 0.242 0.501
H 7.943719 16.929167 8.580320 0.746 -0.539 0.199
H 9.280247 15.652097 8.729233 0.498 -0.280 -0.544
H 8.626909 16.364664 10.164298 -0.143 -0.055 -0.535
C 6.601556 11.402133 14.798909 0.617 1.217 -1.223
C 7.114641 10.547744 13.562350 -0.604 0.890 -0.672
C 5.989741 9.709426 12.948778 -0.613 1.343 0.136
C 7.757481 11.332529 12.453722 0.051 1.835 0.130
C 8.044902 9.553639 14.127799 1.049 -1.729 2.554
C 9.418406 9.526637 13.895652 -0.165 -0.970 0.700
C 10.279197 8.595503 14.508536 -2.508 -0.191 0.872
C 9.735259 7.653551 15.422460 0.464 0.671 -1.494
C 8.358137 7.622681 15.620418 -0.137 0.650 0.940
C 7.545975 8.618022 15.080152 0.513 -0.364 -1.320
H 5.828394 12.204493 14.582137 0.443 -1.396 -0.060
H 7.456565 12.024911 15.142497 -0.245 -0.603 -0.031
H 6.342504 10.704102 15.577551 -0.533 0.170 0.505
H 5.342466 10.367005 12.381445 -0.193 0.193 -0.226
H 5.389377 9.291441 13.718396 -0.699 -0.761 0.627
H 6.353781 8.945551 12.300390 0.418 -0.620 -0.430
H 8.108896 12.330030 12.971801 -0.049 -0.682 -0.576
H 9.733675 10.253060 13.192696 0.533 0.410 -0.622
H 11.306745 8.613976 14.289161 1.211 -0.035 -0.194
H 10.384653 6.912557 15.862550 0.027 -0.084 0.174
H 7.933163 6.924473 16.350885 0.121 0.091 -0.411
H 6.470853 8.590602 15.218752 0.163 -0.102 0.396
Te 11.593130 11.622819 8.587736 -0.414 -0.287 0.581
C 11.801512 9.675180 9.465785 -0.263 -0.306 -0.993
C 11.238897 8.564682 8.785435 -0.437 0.042 0.940
C 11.406301 7.270583 9.305972 -0.140 0.788 -0.960
C 12.146043 7.051029 10.442010 0.130 -0.659 0.318
C 12.712033 8.126547 11.109999 -0.547 -0.965 -0.187
C 12.529949 9.396549 10.622566 0.548 0.781 0.748
H 10.523503 8.722743 7.958911 0.817 -0.041 0.224
H 10.989390 6.436734 8.763523 -0.215 -0.173 0.004
H 12.233889 6.025451 10.802404 0.147 0.291 0.074
H 13.235350 7.945268 12.031957 0.255 0.124 0.206
H 13.004617 10.155053 11.259279 -0.260 0.216 -0.720
```
Positions in Å, forces in eV/Å.

Summary:
- HOMO level (eV) = -2.9
- energy above the lowest of the compared OMol25 structures with the same formula, charge and spin (eV) = 2.748
- gap between HOMO and LUMO (Ha) = 0.188
- spin multiplicity = 1
- net charge = -1
- E_LUMO (eV) = 2.20

Atom charges from the Löwdin analysis, given in e for atoms 1 to 8: atom 1 (Y): 1.135, atom 2 (N): -0.033, atom 3 (C): -0.342, atom 4 (C): -0.214, atom 5 (N): -0.040, atom 6 (H): 0.027, atom 7 (H): 0.080, atom 8 (H): 0.088

=====

No. 2
# C6H12

A single C6H12 molecule (ωB97M-V/def2-TZVPD, OMol25).

Geometry as XYZ:
```
18
Properties=species:S:1:pos:R:3:forces:R:3
C 1.647426 0.706390 0.594127 0.003 0.078 0.107
C 1.480617 -0.483403 -0.367423 0.019 -0.007 -0.001
C 0.065402 -1.022974 -0.536801 0.092 -0.020 -0.061
C -0.863333 -1.194509 0.636594 -0.016 -0.044 0.177
C -1.240450 -0.256037 -0.476152 -0.097 0.037 -0.131
C -1.484773 1.232015 -0.276648 -0.001 0.045 -0.025
H 2.063139 1.588044 0.097320 -0.023 -0.143 0.041
H 0.692757 1.007969 1.013361 0.166 -0.043 0.104
H 2.285011 0.471369 1.448828 0.077 -0.044 -0.156
H 2.095364 -1.317164 -0.005974 -0.088 0.069 -0.091
H 1.887345 -0.233847 -1.356269 -0.138 0.023 0.159
H 0.042774 -1.842431 -1.258179 -0.040 0.169 0.171
H -0.547879 -0.735508 1.571991 -0.053 -0.064 -0.136
H -1.416098 -2.123273 0.763272 0.137 0.177 -0.048
H -1.983796 -0.671409 -1.155354 0.092 0.022 0.099
H -2.412117 1.368348 0.292255 0.044 -0.003 -0.192
H -1.598477 1.724461 -1.248238 -0.043 -0.038 0.127
H -0.712911 1.781960 0.263282 -0.130 -0.215 -0.143
```
Positions in Å, forces in eV/Å.

Summary:
- structure (SMILES) = CC[C@H]1C[C@H]1C
- HOMO level (eV) = -9.8
- energy above the lowest of the compared OMol25 structures with the same formula, charge and spin (eV) = 1.371
- gap between HOMO and LUMO (Ha) = 0.405
- spin multiplicity = 1
- net charge = 0
- E_LUMO (eV) = 1.23

Atom charges from the Löwdin analysis, given in e for atoms 1 to 8: atom 1 (C): -0.101, atom 2 (C): -0.207, atom 3 (C): -0.264, atom 4 (C): -0.098, atom 5 (C): -0.294, atom 6 (C): -0.070, atom 7 (H): 0.075, atom 8 (H): 0.029

=====

No. 3
# C20H12N5O4PtS2

A molecular structure, C20H12N5O4PtS2 (ωB97M-V/def2-TZVPD, OMol25).

Geometry as XYZ:
```
44
Properties=species:S:1:pos:R:3:forces:R:3
Pt -0.401280 0.416885 -0.421557 0.125 -0.244 -0.128
S 1.761673 1.124239 -0.387951 -0.268 0.180 0.056
C 2.094041 1.232800 1.325231 0.035 -0.088 -0.051
C 3.186385 1.959947 1.779998 0.071 -0.016 0.053
C 3.490693 2.028461 3.134366 -0.046 -0.003 -0.046
C 4.611099 2.810857 3.565762 0.008 -0.022 0.100
N 5.510524 3.438918 3.912067 0.014 0.016 -0.045
C 2.681832 1.344843 4.057051 -0.023 -0.024 -0.060
C 1.589515 0.616365 3.602137 0.067 -0.004 0.065
C 1.276907 0.556294 2.247697 -0.012 -0.065 -0.114
S -0.091738 -0.376180 1.694946 -0.094 0.235 -0.067
C 2.958232 1.399919 5.463008 0.010 0.046 0.019
N 3.165889 1.444543 6.593363 -0.001 -0.023 0.003
H 3.809479 2.488166 1.069945 0.000 -0.001 -0.006
H 0.965782 0.094181 4.316129 -0.002 -0.001 -0.002
O -4.248973 -1.318171 -0.260711 -0.022 0.007 0.022
C -3.032948 -1.193635 -0.247962 -0.002 -0.017 0.026
O -2.417464 -0.095696 -0.520748 0.047 0.009 -0.060
C -2.204150 -2.413000 0.105211 0.000 -0.009 0.010
C -2.614484 -3.201535 1.175849 -0.012 0.007 -0.033
C -1.904169 -4.333275 1.530020 0.027 -0.008 0.003
C -0.795076 -4.677141 0.774637 0.040 0.070 0.056
C -0.374090 -3.925309 -0.307165 -0.003 0.012 0.015
C -1.083668 -2.781508 -0.630830 -0.011 -0.001 -0.059
N -0.044271 -5.890274 1.129828 -0.209 -0.195 -0.220
O 0.904629 -6.199228 0.434013 0.082 0.063 0.069
O -0.441156 -6.552158 2.070801 0.072 0.059 0.093
H -3.500385 -2.912224 1.724061 -0.002 0.000 0.001
H -2.194212 -4.949013 2.367755 0.003 0.000 0.002
H 0.498003 -4.228412 -0.866048 0.002 -0.003 0.000
H -0.757638 -2.162593 -1.457439 -0.016 -0.022 0.038
N -1.170755 4.237387 -5.255266 -0.006 0.020 -0.015
C -1.035219 3.269038 -4.284895 0.023 0.002 -0.034
C -2.075386 2.974450 -3.404548 -0.028 -0.070 0.025
C -1.899560 1.996675 -2.450195 -0.046 -0.093 -0.091
N -0.762390 1.297505 -2.328402 0.176 0.224 0.370
C 0.224011 1.554453 -3.194320 -0.022 -0.087 -0.082
C 0.131852 2.510363 -4.179758 -0.017 -0.056 -0.001
H -1.885123 4.928637 -5.101131 -0.005 -0.003 -0.004
H -0.319281 4.611864 -5.638086 0.001 -0.006 -0.005
H -3.013509 3.511324 -3.453662 -0.007 0.003 0.005
H -2.680619 1.726640 -1.751631 0.018 0.048 0.045
H 1.121932 0.961554 -3.081179 0.025 0.059 0.048
H 0.965063 2.673062 -4.850396 0.007 0.002 -0.001
```
Positions in Å, forces in eV/Å.

Summary:
- HOMO level (eV) = -4.7
- energy above the lowest of the compared OMol25 structures with the same formula, charge and spin (eV) = 0.014
- gap between HOMO and LUMO (Ha) = 0.243
- spin multiplicity = 1
- net charge = -1
- E_LUMO (eV) = 1.87

Atom charges from the Löwdin analysis, given in e for atoms 1 to 8: atom 1 (Pt): 0.625, atom 2 (S): 0.542, atom 3 (C): -0.686, atom 4 (C): -0.070, atom 5 (C): -0.203, atom 6 (C): -0.192, atom 7 (N): 0.146, atom 8 (C): -0.201

=====

No. 4
# C36H42AsGeO2PtS2

A molecular structure, C36H42AsGeO2PtS2 at a distorted geometry (ωB97M-V/def2-TZVPD, OMol25).

Geometry as XYZ:
```
85
Properties=species:S:1:pos:R:3:forces:R:3
Pt 0.857409 0.412909 0.380927 0.507 -2.038 -0.004
O 0.593289 -0.026021 2.520395 -0.040 0.359 -0.168
S -0.228642 -0.789987 3.557690 -0.162 -0.317 0.014
C -0.103387 -2.569178 3.220849 0.197 -0.024 -0.165
C 1.329871 -3.087458 3.113256 0.018 0.165 -0.093
C 1.907160 -2.959583 1.697808 -0.035 -0.036 0.063
C 1.172498 -3.844529 0.683275 -0.009 0.092 -0.065
S 0.341611 -2.853679 -0.615678 -0.046 0.095 0.014
O -0.240878 -1.642591 0.113446 -0.209 0.139 0.125
C -1.057852 -3.913497 -0.888160 0.102 -0.070 -0.084
C -0.860406 -5.068206 -1.635433 0.002 0.011 0.001
C -1.919608 -5.949664 -1.788238 -0.001 0.026 0.009
C -3.150418 -5.661241 -1.209473 0.008 0.008 -0.009
C -3.334267 -4.486269 -0.492324 -0.001 0.003 -0.025
C -2.281860 -3.595561 -0.324233 -0.070 0.015 0.052
C -1.972832 -0.690707 3.168962 0.026 0.190 0.061
C -2.868002 -1.253954 4.070960 0.070 0.009 0.117
C -4.223135 -1.216789 3.783832 -0.017 -0.018 0.008
C -4.675599 -0.611102 2.617806 0.019 0.008 -0.048
C -3.773790 -0.028919 1.737260 0.003 -0.006 0.040
C -2.415378 -0.070435 2.019631 0.038 -0.028 -0.119
H -0.676634 -2.753509 2.311809 -0.051 -0.051 0.043
H -0.624779 -3.013048 4.071838 -0.028 0.025 -0.035
H 1.333773 -4.138391 3.406405 0.015 0.000 0.043
H 1.981902 -2.564190 3.817559 -0.028 -0.038 0.033
H 2.965429 -3.218061 1.716799 -0.008 -0.037 -0.010
H 1.836072 -1.911815 1.399221 0.111 0.002 -0.026
H 0.404443 -4.465836 1.141941 0.003 0.007 0.045
H 1.853316 -4.496856 0.134216 -0.038 -0.017 0.022
H 0.101986 -5.279300 -2.090005 -0.047 0.001 0.004
H -1.785965 -6.854821 -2.365418 -0.008 0.009 0.024
H -3.972863 -6.354528 -1.325808 0.006 0.021 -0.018
H -4.301331 -4.256169 -0.064368 0.014 -0.023 0.000
H -2.411452 -2.671918 0.229043 0.023 -0.046 -0.022
H -2.520308 -1.707477 4.993004 -0.022 0.025 -0.022
H -4.928748 -1.651557 4.479691 0.024 0.003 -0.021
H -5.734900 -0.588886 2.398124 0.014 0.030 0.024
H -4.121049 0.460986 0.836908 0.009 -0.015 -0.034
H -1.698641 0.366345 1.337547 -0.021 0.006 -0.062
C -1.309124 3.412485 1.474167 0.221 -0.397 0.366
Ge -0.531698 2.394968 0.017441 -0.171 1.418 -0.605
C -1.915555 1.856558 -1.255953 0.137 -0.715 0.339
C -2.208199 0.529833 -1.579092 -0.218 0.195 -0.073
C -3.233025 0.242471 -2.472554 0.057 0.013 0.008
C -3.960524 1.276337 -3.047799 0.022 0.002 0.010
C -3.673878 2.595161 -2.721959 0.028 0.054 -0.028
C -2.651701 2.891299 -1.828979 0.020 -0.015 0.052
C 0.812637 3.434854 -0.901078 0.106 -0.192 0.141
C 1.098652 4.717033 -0.499788 0.064 -0.007 -0.209
C 2.088181 5.472044 -1.170057 -0.050 0.018 0.059
C 2.774657 4.926299 -2.217022 0.061 0.006 -0.003
C 2.514495 3.601820 -2.655356 -0.173 0.020 -0.071
C 3.212238 3.021015 -3.745629 -0.013 0.112 -0.090
C 2.944490 1.745589 -4.156309 -0.040 0.000 -0.026
C 1.969329 0.975750 -3.485382 0.059 -0.006 0.001
C 1.284560 1.511619 -2.429662 0.042 0.037 0.125
C 1.529064 2.838795 -1.982457 -0.090 0.169 -0.135
H -1.708793 4.321205 1.017882 0.015 -0.031 -0.024
H -0.577429 3.680132 2.235300 -0.020 0.057 -0.026
H -2.124350 2.864737 1.942830 -0.019 0.033 -0.022
H -1.654146 -0.285679 -1.131643 0.014 -0.050 0.016
H -3.461661 -0.787971 -2.718122 0.013 0.037 -0.015
H -4.747324 1.056125 -3.757554 -0.012 0.004 0.042
H -4.242886 3.402219 -3.165645 0.013 -0.030 -0.009
H -2.433593 3.927896 -1.592028 -0.027 -0.011 -0.023
H 0.562093 5.173717 0.324234 0.036 -0.025 0.007
H 2.296464 6.483526 -0.846439 -0.005 -0.009 -0.033
H 3.532571 5.505430 -2.731970 -0.017 -0.021 0.008
H 3.967643 3.611383 -4.251641 -0.039 -0.008 -0.008
H 3.472129 1.324431 -5.001971 -0.003 -0.001 0.024
H 1.753779 -0.030391 -3.822802 -0.010 0.019 0.006
H 0.479833 0.927445 -1.968750 0.001 0.017 -0.121
C 4.404501 1.227762 -1.093953 -0.110 -0.246 -0.091
As 3.281511 0.915456 0.439635 -0.340 1.621 0.453
C 3.347350 2.637880 1.323544 0.226 0.002 0.016
C 4.421190 -0.155784 1.576550 -0.257 -0.296 0.034
H 5.366386 1.549100 -0.694885 0.016 -0.001 0.020
H 3.980187 2.010648 -1.717525 0.091 -0.144 0.164
H 4.532788 0.321740 -1.680423 0.010 -0.022 -0.007
H 4.352568 2.838914 1.692412 0.025 -0.006 -0.021
H 2.647991 2.639824 2.156123 -0.015 -0.014 0.041
H 3.060573 3.408581 0.609202 0.014 -0.064 0.025
H 5.322726 0.436909 1.724176 0.012 -0.002 -0.006
H 4.678098 -1.094809 1.092311 -0.005 -0.026 -0.002
H 3.949162 -0.348894 2.537587 -0.033 0.023 -0.015
```
Positions in Å, forces in eV/Å.

Summary:
- HOMO level (spin up / spin down) (eV) = -13.4 / -13.4
- energy above the lowest of the compared OMol25 structures with the same formula, charge and spin (eV) = 1.821
- gap between HOMO and LUMO (spin up / spin down) (Ha) = 0.216 / 0.216
- spin multiplicity = 2
- net charge = +2
- E_LUMO (spin up / spin down) (eV) = -7.50 / -7.50

Atom charges from the Löwdin analysis, given in e for atoms 1 to 8: atom 1 (Pt): 0.715, atom 2 (O): -0.661, atom 3 (S): 1.084, atom 4 (C): -0.304, atom 5 (C): -0.202, atom 6 (C): -0.234, atom 7 (C): -0.282, atom 8 (S): 1.036

=====

Q: Among the records above, which one has the highest net charge?
A: C36H42AsGeO2PtS2

=====

Q: Which formula does entry 2 have?
A: C6H12